C2H5N2 as an isolated structure at a distorted geometry. Source: the OMol25 dataset; level of theory: ωB97M-V/def2-TZVPD.

Computed properties:
* total charge: +1
* LUMO level: -4.52 eV
* electronic energy: -5126.417 eV

```
9
Properties=species:S:1:pos:R:3:lowdin_charge:R:1
N -0.09187 0.98217 -0.29059 0.10
C 0.85734 -0.00061 0.21399 -0.14
H 1.54812 -0.32497 -0.72348 0.20
H -0.49601 -1.94252 0.29558 0.23
H -2.06730 -0.08235 -0.45884 0.14
H 1.53337 0.21261 1.13093 0.18
H 0.01940 2.03234 -0.21785 0.20
C -1.05628 0.01297 -0.24293 0.00
N -0.24678 -0.88963 0.29319 0.08
```